DFT (the ωB97M-V functional and the def2-TZVPD basis) results for a 5-piece molecular cluster, C26H60ClOS2 overall.

charge = +1
maximum force = 0.008 Eh/bohr
HOMO = -12.50 eV
2S+1 = 1

Each atom is followed by the atoms it is bonded to, with distances in Å.
CARTESIAN COORDINATES (ANGSTROEM)
1 O -2.5817 6.6318 2.3334  C2 1.190
2 C -3.3647 5.7453 2.4679  O1 1.190, Cl3 1.718, C4 1.529
3 Cl -4.4977 5.6225 3.7529  C2 1.718
4 C -3.4496 4.5842 1.4765  C2 1.529, S5 1.805, H7 1.093, H8 1.086
5 S -1.8455 4.3003 0.6993  C4 1.805, S6 2.051, H9 1.352
6 S -0.7893 3.1116 1.9953  S5 2.051, H10 1.344
7 H -4.1388 4.8358 0.6662  C4 1.093
8 H -3.7522 3.6448 1.9304  C4 1.086
9 H -1.3113 5.5199 0.9356  S5 1.352
10 H -0.2782 4.1054 2.7425  S6 1.344
11 C -3.0947 1.6353 -1.1228  C12 1.525, H17 1.093, H18 1.093, H19 1.095
12 C -2.8641 0.4704 -2.0793  C11 1.525, C13 1.529, H20 1.093, H21 1.092
13 C -2.1207 -0.6938 -1.4245  C12 1.529, C14 1.531, H22 1.092, H23 1.095
14 C -0.7365 -0.3420 -0.8731  C13 1.531, C15 1.528, H24 1.094, H25 1.097
15 C 0.2261 0.2624 -1.8943  C14 1.528, C16 1.524, H26 1.093, H27 1.096
16 C 0.5379 -0.6693 -3.0596  C15 1.524, H28 1.092, H29 1.090, H30 1.091
17 H -2.1311 2.0358 -0.7959  C11 1.093
18 H -3.6515 2.4434 -1.6031  C11 1.093
19 H -3.6555 1.3076 -0.2414  C11 1.095
20 H -2.3148 0.8303 -2.9533  C12 1.093
21 H -3.8252 0.1118 -2.4531  C12 1.092
22 H -2.0346 -1.5062 -2.1494  C13 1.092
23 H -2.7295 -1.0888 -0.6049  C13 1.095
24 H -0.2914 -1.2483 -0.4525  C14 1.094
25 H -0.8425 0.3508 -0.0286  C14 1.097
26 H 1.1571 0.5264 -1.3861  C15 1.093
27 H -0.1851 1.2020 -2.2808  C15 1.096
28 H 0.9957 -1.5967 -2.7097  C16 1.092
29 H 1.2295 -0.1997 -3.7596  C16 1.090
30 H -0.3640 -0.9279 -3.6166  C16 1.091
31 C -1.2975 0.7090 -6.3137  C32 1.525, H37 1.091, H38 1.091, H39 1.093
32 C -2.8180 0.6204 -6.3850  C31 1.525, C33 1.529, H40 1.093, H41 1.094
33 C -3.3755 -0.6685 -5.7806  C32 1.529, C34 1.530, H42 1.093, H43 1.096
34 C -2.9028 -1.9552 -6.4608  C33 1.530, C35 1.528, H44 1.095, H45 1.094
35 C -3.2024 -2.0356 -7.9569  C34 1.528, C36 1.525, H46 1.093, H47 1.094
36 C -4.6903 -1.9832 -8.2850  C35 1.525, H48 1.092, H49 1.090, H50 1.091
37 H -0.8201 -0.1004 -6.8673  C31 1.091
38 H -0.9304 1.6494 -6.7263  C31 1.091
39 H -0.9631 0.6413 -5.2749  C31 1.093
40 H -3.1439 0.7164 -7.4239  C32 1.093
41 H -3.2553 1.4718 -5.8545  C32 1.094
42 H -4.4679 -0.6258 -5.7966  C33 1.093
43 H -3.0915 -0.7145 -4.7231  C33 1.096
44 H -3.3754 -2.8054 -5.9587  C34 1.095
45 H -1.8268 -2.0769 -6.3065  C34 1.094
46 H -2.7816 -2.9670 -8.3431  C35 1.093
47 H -2.6826 -1.2309 -8.4849  C35 1.094
48 H -5.2256 -2.7995 -7.7949  C36 1.092
49 H -4.8600 -2.0717 -9.3583  C36 1.090
50 H -5.1446 -1.0454 -7.9600  C36 1.091
51 C 2.3964 1.3300 2.2451  C52 1.524, H57 1.091, H58 1.093, H59 1.095
52 C 3.1128 0.8939 0.9730  C51 1.524, C53 1.529, H60 1.093, H61 1.094
53 C 2.9155 -0.5904 0.6648  C52 1.529, C54 1.531, H62 1.093, H63 1.095
54 C 3.4146 -1.5407 1.7567  C53 1.531, C55 1.528, H64 1.094, H65 1.094
55 C 4.8870 -1.3756 2.1291  C54 1.528, C56 1.524, H66 1.093, H67 1.095
56 C 5.8430 -1.6312 0.9696  C55 1.524, H68 1.092, H69 1.090, H70 1.092
57 H 2.7756 0.7949 3.1165  C51 1.091
58 H 2.5379 2.3972 2.4364  C51 1.093
59 H 1.3226 1.1262 2.1705  C51 1.095
60 H 4.1777 1.1207 1.0666  C52 1.093
61 H 2.7531 1.4834 0.1242  C52 1.094
62 H 3.4071 -0.8229 -0.2836  C53 1.093
63 H 1.8486 -0.7807 0.5054  C53 1.095
64 H 3.2448 -2.5684 1.4214  C54 1.094
65 H 2.8046 -1.4178 2.6570  C54 1.094
66 H 5.1154 -2.0680 2.9436  C55 1.093
67 H 5.0608 -0.3728 2.5328  C55 1.095
68 H 5.7116 -2.6403 0.5734  C56 1.092
69 H 6.8814 -1.5308 1.2857  C56 1.090
70 H 5.6832 -0.9291 0.1492  C56 1.092
71 C -0.1297 -2.2462 7.1455  C72 1.524, H77 1.091, H78 1.090, H79 1.092
72 C 0.3074 -1.0939 6.2482  C71 1.524, C73 1.528, H80 1.094, H81 1.095
73 C 1.3684 -1.4871 5.2213  C72 1.528, C74 1.530, H82 1.095, H83 1.095
74 C 2.6844 -1.9921 5.8171  C73 1.530, C75 1.529, H84 1.096, H85 1.093
75 C 3.3752 -1.0200 6.7742  C74 1.529, C76 1.524, H86 1.092, H87 1.094
76 C 3.7412 0.3036 6.1130  C75 1.524, H88 1.094, H89 1.090, H90 1.093
77 H 0.7022 -2.6351 7.7341  C71 1.091
78 H -0.9043 -1.9310 7.8452  C71 1.090
79 H -0.5306 -3.0709 6.5523  C71 1.092
80 H 0.6764 -0.2699 6.8664  C72 1.094
81 H -0.5655 -0.7045 5.7149  C72 1.095
82 H 1.5681 -0.6292 4.5708  C73 1.095
83 H 0.9611 -2.2681 4.5704  C73 1.095
84 H 3.3690 -2.2203 4.9926  C74 1.096
85 H 2.5129 -2.9401 6.3328  C74 1.093
86 H 4.2805 -1.4974 7.1557  C75 1.092
87 H 2.7430 -0.8331 7.6467  C75 1.094
88 H 4.3874 0.1273 5.2484  C76 1.094
89 H 4.2692 0.9702 6.7951  C76 1.090
90 H 2.8488 0.8271 5.7617  C76 1.093

=====

DFT (the ωB97M-V functional and the def2-TZVPD basis) results for a 6-piece molecular cluster, C26H60F3N5O6S overall.

charge = +4
maximum force = 0.054 Eh/bohr
HOMO = -20.23 eV
2S+1 = 1

Each atom is followed by the atoms it is bonded to, with distances in Å.
CARTESIAN COORDINATES (ANGSTROEM)
1 C 2.6363 -2.4906 4.2126  C2 1.495, H8 1.093, H9 1.095, H10 1.085
2 C 1.3980 -1.8631 4.7683  C1 1.495, O3 1.182, N4 1.500
3 O 0.3573 -1.9241 4.2119  C2 1.182
4 N 1.4955 -1.1663 6.0934  C2 1.500, H5 1.028, H6 1.026, C7 1.554
5 H 1.3305 -1.7716 6.9073  N4 1.028
6 H 2.4202 -0.7611 6.2773  N4 1.026
7 C 0.4816 0.0049 6.2120  N4 1.554, H11 1.085, H12 1.087, H13 1.082
8 H 3.2631 -2.9890 4.9566  C1 1.093
9 H 3.2274 -1.6726 3.7888  C1 1.095
10 H 2.4033 -3.2529 3.4772  C1 1.085
11 H 0.5700 0.4413 7.2016  C7 1.085
12 H -0.4635 -0.5291 6.1519  C7 1.087
13 H 0.6643 0.6414 5.3560  C7 1.082
14 C -0.8059 -3.3059 -1.3761  C15 1.491, H21 1.092, H22 1.087, H23 1.090
15 C 0.3191 -3.1445 -2.3408  C14 1.491, O16 1.174, N17 1.536
16 O 0.1555 -3.0332 -3.4982  C15 1.174
17 N 1.7197 -3.3634 -1.7485  C15 1.536, H18 1.021, H19 1.022, C20 1.514
18 H 2.3236 -2.5962 -2.0473  N17 1.021
19 H 1.6670 -3.2626 -0.7331  N17 1.022
20 C 2.2004 -4.7365 -2.1669  N17 1.514, H24 1.084, H25 1.088, H26 1.089
21 H -1.3278 -4.2398 -1.5944  C14 1.092
22 H -1.5465 -2.5207 -1.5020  C14 1.087
23 H -0.4521 -3.2600 -0.3461  C14 1.090
24 H 3.2280 -4.9262 -1.8782  C20 1.084
25 H 2.0372 -4.7957 -3.2411  C20 1.088
26 H 1.5221 -5.4676 -1.7301  C20 1.089
27 C 5.2642 -1.2556 0.5965  C28 1.501, H34 1.088, H35 1.090, H36 1.096
28 C 5.0374 0.2013 0.8793  C27 1.501, O29 1.175, N30 1.541
29 O 5.4584 0.7873 1.8063  C28 1.175
30 N 4.5137 0.9884 -0.3379  C28 1.541, H31 1.020, H32 1.054, C33 1.529
31 H 5.0875 0.6523 -1.1115  N30 1.020
32 H 3.4826 0.8815 -0.5273  N30 1.054
33 C 4.7527 2.4801 -0.0993  N30 1.529, H37 1.083, H38 1.085, H39 1.087
34 H 5.8617 -1.7010 1.3895  C27 1.088
35 H 5.7641 -1.5244 -0.3341  C27 1.090
36 H 4.2741 -1.7240 0.6246  C27 1.096
37 H 5.8137 2.6551 0.0277  C33 1.083
38 H 4.1572 2.7061 0.7792  C33 1.085
39 H 4.3409 3.0151 -0.9508  C33 1.087
40 C -0.2095 4.2484 -0.8479  C41 1.534, H49 1.094, H50 1.091, H51 1.088
41 C -0.5623 3.4175 -2.0881  C40 1.534, C42 1.505, H52 1.092, H53 1.096
42 C 0.6140 3.3425 -3.0235  C41 1.505, N43 1.514, H54 1.092, H55 1.089
43 N 0.4974 2.3178 -4.1317  C42 1.514, C44 1.491, C45 1.522, C48 1.504
44 C 0.0855 0.9692 -3.6469  N43 1.491, H56 1.086, H57 1.085, H58 1.100
45 C -0.4329 2.7780 -5.2451  N43 1.522, C46 1.532, H59 1.088, H60 1.092
46 C 0.0323 1.9840 -6.4705  C45 1.532, C47 1.555, H61 1.088, H62 1.085
47 C 1.5576 1.7623 -6.2615  C46 1.555, C48 1.516, H63 1.089, H64 1.085
48 C 1.8105 2.2952 -4.8649  N43 1.504, C47 1.516, H65 1.091, H66 1.090
49 H 0.7477 3.9514 -0.4081  C40 1.094
50 H -0.9126 4.0287 -0.0429  C40 1.091
51 H -0.1714 5.3257 -0.9984  C40 1.088
52 H -1.5201 3.7383 -2.5033  C41 1.092
53 H -0.8032 2.4248 -1.6913  C41 1.096
54 H 1.4346 2.9947 -2.3921  C42 1.092
55 H 0.9020 4.3271 -3.3896  C42 1.089
56 H 0.2468 0.2416 -4.4370  C44 1.086
57 H -0.9281 1.0174 -3.2629  C44 1.085
58 H 0.7044 0.6665 -2.7892  C44 1.100
59 H -1.4563 2.6756 -4.8913  C45 1.088
60 H -0.2710 3.8496 -5.3761  C45 1.092
61 H -0.5335 1.0560 -6.4159  C46 1.088
62 H -0.1187 2.4999 -7.4135  C46 1.085
63 H 1.7251 0.6878 -6.3212  C47 1.089
64 H 2.1982 2.2883 -6.9618  C47 1.085
65 H 2.5631 1.7724 -4.2721  C48 1.091
66 H 2.1585 3.3270 -4.9171  C48 1.090
67 C -4.2973 2.7520 1.3015  C68 1.558, H76 1.088, H77 1.091, H78 1.092
68 C -3.7208 1.3307 1.0278  C67 1.558, C69 1.526, H79 1.094, H80 1.091
69 C -4.7066 0.2027 1.3209  C68 1.526, N70 1.517, H81 1.085, H82 1.090
70 N -4.0037 -1.1199 1.5609  C69 1.517, C71 1.540, C72 1.509, C75 1.535
71 C -3.3238 -1.5051 0.2336  N70 1.540, H83 1.089, H84 1.085, H85 1.085
72 C -5.0210 -2.2016 1.8323  N70 1.509, C73 1.528, H86 1.090, H87 1.090
73 C -5.2280 -2.1918 3.3466  C72 1.528, C74 1.532, H88 1.087, H89 1.087
74 C -3.7541 -2.1407 3.7631  C73 1.532, C75 1.513, H90 1.087, H91 1.095
75 C -3.0486 -1.2610 2.7545  N70 1.535, C74 1.513, H92 1.089, H93 1.092
76 H -5.1357 2.8980 0.6230  C67 1.088
77 H -3.6314 3.6092 1.1933  C67 1.091
78 H -4.5758 2.8427 2.3530  C67 1.092
79 H -2.8304 1.2864 1.6625  C68 1.094
80 H -3.3000 1.3369 0.0213  C68 1.091
81 H -5.3885 0.0372 0.4939  C69 1.085
82 H -5.1690 0.3550 2.2963  C69 1.090
83 H -2.9139 -2.4918 0.4424  C71 1.089
84 H -2.4955 -0.8335 0.0339  C71 1.085
85 H -4.1263 -1.5696 -0.4939  C71 1.085
86 H -4.5968 -3.1758 1.5891  C72 1.090
87 H -5.9431 -2.1107 1.2579  C72 1.090
88 H -5.7321 -3.1204 3.6023  C73 1.087
89 H -5.7974 -1.3304 3.6871  C73 1.087
90 H -3.2496 -3.0873 3.9390  C74 1.087
91 H -3.7971 -1.6382 4.7346  C74 1.095
92 H -2.0597 -1.5894 2.4364  C75 1.089
93 H -2.8203 -0.2375 3.0582  C75 1.092
94 C 0.6988 0.7212 1.7305  F95 1.303, F96 1.337, F97 1.319, S98 1.934
95 F 0.7788 2.0131 1.5773  C94 1.303
96 F 1.6373 0.3195 2.5939  C94 1.337
97 F -0.4963 0.3782 2.1720  C94 1.319
98 S 0.9592 -0.0492 -0.0244  C94 1.934, O99 1.447, O100 1.465, O101 1.469
99 O -0.3534 -0.2143 -0.6108  S98 1.447
100 O 1.7794 0.9470 -0.7171  S98 1.465
101 O 1.6718 -1.3265 0.1166  S98 1.469

=====

DFT (the ωB97M-V functional and the def2-TZVPD basis) results for a 9-piece molecular cluster, C26H61N8O9 overall.

charge = -1
maximum force = 0.044 Eh/bohr
HOMO = -3.14 eV
2S+1 = 1

Each atom is followed by the atoms it is bonded to, with distances in Å.
CARTESIAN COORDINATES (ANGSTROEM)
1 C 13.2286 -21.7562 25.1507  C2 1.527, H4 1.105, H5 1.094, H6 1.096
2 C 12.9327 -20.9458 26.4104  C1 1.527, O3 1.357, H7 1.113, H8 1.131
3 O 12.3060 -21.6212 27.4062  C2 1.357
4 H 13.6710 -21.0379 24.4372  C1 1.105
5 H 12.4099 -22.2854 24.6541  C1 1.094
6 H 14.0054 -22.5200 25.2746  C1 1.096
7 H 12.4729 -19.9587 26.1796  C2 1.113
8 H 13.9627 -20.6227 26.7476  C2 1.131
9 C 16.2073 -23.3793 21.2482  O10 1.219, N11 1.356, H14 1.104
10 O 16.0825 -22.9616 20.1099  C9 1.219
11 N 16.3996 -22.6057 22.3456  C9 1.356, C12 1.451, C13 1.449
12 C 16.3135 -23.1403 23.6922  N11 1.451, H15 1.086, H16 1.095, H17 1.091
13 C 16.4211 -21.1658 22.1852  N11 1.449, H18 1.092, H19 1.081, H20 1.098
14 H 16.1467 -24.4455 21.5289  C9 1.104
15 H 15.7153 -22.5188 24.3524  C12 1.086
16 H 17.3325 -23.2733 24.0717  C12 1.095
17 H 15.9292 -24.1608 23.7115  C12 1.091
18 H 17.2822 -20.7857 22.7392  C13 1.092
19 H 16.3200 -20.7731 21.1830  C13 1.081
20 H 15.5631 -20.7142 22.7010  C13 1.098
21 C 8.7355 -19.3710 23.5237  O22 1.217, N23 1.346, H26 1.102
22 O 8.0349 -18.5557 22.9539  C21 1.217
23 N 8.4920 -20.6828 23.7014  C21 1.346, C24 1.464, C25 1.448
24 C 9.3970 -21.4968 24.5150  N23 1.464, H27 1.092, H28 1.093, H29 1.086
25 C 7.3137 -21.3389 23.1743  N23 1.448, H30 1.095, H31 1.086, H32 1.092
26 H 9.6812 -19.1277 24.0344  C21 1.102
27 H 9.3238 -22.5273 24.1621  C24 1.092
28 H 9.0261 -21.4890 25.5435  C24 1.093
29 H 10.4412 -21.2002 24.4824  C24 1.086
30 H 6.6661 -21.6883 23.9850  C25 1.095
31 H 6.7709 -20.6314 22.5539  C25 1.086
32 H 7.6276 -22.2391 22.6424  C25 1.092
33 C 13.8742 -19.8138 30.8952  O34 1.197, N35 1.374, H38 1.103
34 O 12.8461 -19.9905 30.3089  C33 1.197
35 N 14.8937 -19.0213 30.4246  C33 1.374, C36 1.451, C37 1.428
36 C 16.0914 -18.8548 31.2267  N35 1.451, H39 1.097, H40 1.086, H41 1.091
37 C 14.8183 -18.3343 29.1746  N35 1.428, H42 1.083, H43 1.102, H44 1.102
38 H 14.1474 -20.2012 31.8910  C33 1.103
39 H 16.8949 -19.4010 30.7170  C36 1.097
40 H 15.9996 -19.2746 32.2245  C36 1.086
41 H 16.3843 -17.8067 31.3085  C36 1.091
42 H 13.9274 -18.4219 28.5644  C37 1.083
43 H 15.0497 -17.2708 29.3464  C37 1.102
44 H 15.6727 -18.5860 28.5251  C37 1.102
45 C 10.7146 -26.4038 23.9194  O46 1.220, N47 1.356, H50 1.098
46 O 10.1258 -26.9404 24.8436  C45 1.220
47 N 11.7195 -25.5161 24.1218  C45 1.356, C48 1.451, C49 1.460
48 C 12.2073 -25.1601 25.4407  N47 1.451, H51 1.084, H52 1.090, H53 1.097
49 C 12.2624 -24.8545 22.9383  N47 1.460, H54 1.087, H55 1.090, H56 1.093
50 H 10.4945 -26.6020 22.8623  C45 1.098
51 H 12.0958 -25.9533 26.1705  C48 1.084
52 H 11.7945 -24.1874 25.7088  C48 1.090
53 H 13.2932 -25.0534 25.3292  C48 1.097
54 H 11.5594 -24.8924 22.1106  C49 1.087
55 H 12.4680 -23.8112 23.1778  C49 1.090
56 H 13.2179 -25.2784 22.6176  C49 1.093
57 C 16.1251 -19.4164 25.4729  O58 1.221, N59 1.346, H62 1.105
58 O 16.0161 -18.8219 24.4118  C57 1.221
59 N 17.2698 -19.9011 25.9878  C57 1.346, C60 1.450, C61 1.456
60 C 17.2775 -20.7666 27.1510  N59 1.450, H63 1.093, H64 1.092, H65 1.092
61 C 18.5491 -19.6783 25.3303  N59 1.456, H66 1.092, H67 1.088, H68 1.089
62 H 15.2249 -19.6549 26.0669  C57 1.105
63 H 17.8450 -20.3991 28.0093  C60 1.093
64 H 17.6376 -21.7435 26.8222  C60 1.092
65 H 16.2582 -20.8938 27.5215  C60 1.092
66 H 19.0582 -18.8771 25.8707  C61 1.092
67 H 19.1585 -20.5771 25.2635  C61 1.088
68 H 18.3403 -19.3211 24.3230  C61 1.089
69 C 15.2506 -24.1472 27.4558  O70 1.225, N71 1.344, H74 1.108
70 O 15.9001 -24.8198 26.6638  C69 1.225
71 N 15.7461 -23.5661 28.5620  C69 1.344, C72 1.461, C73 1.447
72 C 15.0430 -22.5171 29.2959  N71 1.461, H75 1.097, H76 1.089, H77 1.093
73 C 17.1066 -23.7965 28.9965  N71 1.447, H78 1.090, H79 1.098, H80 1.089
74 H 14.1705 -23.9153 27.3778  C69 1.108
75 H 15.7335 -21.6679 29.3714  C72 1.097
76 H 14.8051 -22.8325 30.3112  C72 1.089
77 H 14.2141 -22.1484 28.6859  C72 1.093
78 H 17.4640 -24.7518 28.6119  C73 1.090
79 H 17.8435 -23.0871 28.5959  C73 1.098
80 H 17.1517 -23.7157 30.0814  C73 1.089
81 C 9.5828 -19.2134 27.3890  O82 1.208, N83 1.342, H86 1.102
82 O 9.4632 -20.3046 27.8930  C81 1.208
83 N 8.6375 -18.5435 26.7126  C81 1.342, C84 1.437, C85 1.444
84 C 7.3412 -19.0994 26.4363  N83 1.437, H87 1.094, H88 1.088, H89 1.096
85 C 8.8180 -17.1664 26.3164  N83 1.444, H90 1.090, H91 1.088, H92 1.103
86 H 10.5548 -18.6958 27.3636  C81 1.102
87 H 7.4050 -20.1615 26.6890  C84 1.094
88 H 7.0228 -19.0175 25.3993  C84 1.088
89 H 6.5760 -18.6835 27.1023  C84 1.096
90 H 9.8750 -16.9091 26.2505  C85 1.090
91 H 8.2818 -16.8905 25.4108  C85 1.088
92 H 8.4413 -16.4995 27.1100  C85 1.103
93 C 11.4696 -17.2721 23.2280  O94 1.219, N95 1.344, H98 1.099
94 O 11.4787 -17.5569 24.4129  C93 1.219
95 N 11.8454 -18.0859 22.2261  C93 1.344, C96 1.436, C97 1.446
96 C 11.8661 -17.5571 20.8907  N95 1.436, H99 1.097, H100 1.095, H101 1.092
97 C 12.2627 -19.4561 22.4224  N95 1.446, H102 1.104, H103 1.087, H104 1.086
98 H 11.0993 -16.2934 22.8910  C93 1.099
99 H 12.1223 -16.4908 20.9221  C96 1.097
100 H 10.9423 -17.5736 20.3039  C96 1.095
101 H 12.6685 -17.9217 20.2457  C96 1.092
102 H 11.6147 -20.0687 21.7719  C97 1.104
103 H 13.2609 -19.6884 22.0589  C97 1.087
104 H 11.9856 -19.9171 23.3653  C97 1.086